DFT (ωB97M-V/def2-TZVPD) results for a single C5H12N2S molecule in a non-equilibrium geometry.

For the HOMO energy, the calculation gives -9.08 eV. Its structure (SMILES) is C[C@](S)(CN)[C@H]1CN1. Its spin multiplicity is 1. As for the charge: 0. The orbital gap comes out at 9.831 eV.

```
20
Properties=species:S:1:pos:R:3:forces:R:3
C -0.810 0.574 1.631 -1.0 -0.9 -0.5
C -0.346 0.289 0.160 0.6 -0.2 0.5
C -1.554 0.063 -0.751 0.3 1.0 -1.2
C 0.510 -1.019 0.184 -1.3 -0.8 0.9
C 1.706 -1.276 -0.645 0.4 -1.1 -2.2
H -1.586 1.377 1.748 1.0 -0.4 -0.4
H -1.314 -0.365 1.945 0.3 0.5 0.0
H 0.023 0.703 2.315 0.1 0.3 -0.1
H 0.661 1.349 -1.664 0.1 0.0 -0.6
H -2.223 0.965 -0.764 0.5 -0.7 0.3
H -1.233 -0.038 -1.836 0.0 0.0 1.3
H -3.068 -0.991 0.118 -0.1 0.1 0.2
H -2.395 -1.741 -1.146 0.2 0.4 0.9
H -0.038 -1.866 0.602 -0.2 0.3 -0.6
H 1.904 -0.547 -1.411 0.3 0.8 0.2
H 2.149 -2.225 -0.989 -1.0 0.0 0.3
H 2.162 -0.146 0.944 0.6 1.4 0.3
N -2.175 -1.160 -0.316 -1.4 -1.2 -1.3
N 1.825 -1.046 0.733 0.9 0.1 1.5
S 0.648 1.699 -0.391 -0.1 0.4 0.5
```
Forces are in eV/Å.

***

DFT (ωB97M-V/def2-TZVPD) results for 2 unconnected molecules or ions with the total composition C10H16O in a non-equilibrium geometry.

For the HOMO energy, the calculation gives -8.18 eV. Its structure (SMILES) is CCc1ccc(O)cc1.CC. Its spin multiplicity is 1. As for the charge: 0. The orbital gap comes out at 9.071 eV.

```
27
Properties=species:S:1:pos:R:3:forces:R:3
C 0.554 -1.012 -1.253 0.7 -0.5 0.2
C 0.160 -2.471 -1.011 -0.4 -1.2 -1.6
C 1.014 -0.566 0.085 3.4 0.7 -0.4
C 2.373 -0.989 0.424 -1.2 1.7 2.5
C 0.314 0.376 0.842 0.2 -0.7 0.7
C 2.859 -0.668 1.751 -3.9 0.3 -2.9
C 0.760 0.663 2.143 0.8 -0.4 -2.4
C 1.951 0.031 2.533 -0.8 1.1 1.5
O 2.139 0.239 3.887 0.8 0.1 0.2
H 1.396 -0.977 -2.021 -1.1 0.1 0.9
H -0.281 -0.384 -1.575 0.1 -0.4 -0.3
H -0.754 -2.630 -0.445 -0.4 0.5 -0.1
H 3.045 -1.447 -0.296 -0.4 -0.2 0.0
H -0.590 0.814 0.397 0.4 -0.1 0.4
H 3.760 -0.932 2.171 2.0 -0.8 0.5
H 0.392 1.517 2.692 -0.3 -0.4 0.4
H 3.073 0.342 4.085 0.2 -0.1 0.1
H 0.880 -3.073 -0.397 -0.1 0.7 -1.1
H -0.011 -2.886 -2.042 0.2 -0.4 1.1
C -2.524 1.627 -2.109 0.3 -3.8 -1.0
C -3.229 1.945 -0.894 -1.3 -0.6 3.4
H -2.480 2.412 -2.747 -0.4 2.5 -2.3
H -1.475 1.387 -2.003 0.3 -0.4 0.5
H -3.041 0.744 -2.603 0.8 1.0 0.2
H -3.144 1.087 -0.136 0.0 1.2 -0.8
H -4.332 2.000 -1.060 0.8 0.5 0.1
H -2.806 2.853 -0.420 -0.6 -0.4 -0.1
```
Forces are in eV/Å.

***

DFT (ωB97M-V/def2-TZVPD) results for 14 unconnected molecules or ions with the total composition C40H94BN4O21 in a non-equilibrium geometry.

For the HOMO energy, the calculation gives -5.97 eV. Its spin multiplicity is 1. As for the charge: -1. The orbital gap comes out at 7.112 eV.

```
160
Properties=species:S:1:pos:R:3:forces:R:3
O 9.568 -0.800 -0.687 -2.7 0.5 2.7
C 8.740 -0.681 0.233 2.5 0.4 -0.9
O 8.724 0.288 1.193 0.2 -1.0 -2.5
B 7.524 0.131 2.015 0.0 1.0 -0.4
O 7.097 -1.234 1.750 -0.8 -1.2 -0.6
C 7.662 -1.725 0.649 -0.1 -1.7 -0.9
O 7.455 -2.817 0.088 0.6 3.2 2.1
O 6.479 1.189 1.755 0.6 0.5 0.8
C 6.475 2.043 2.823 -5.1 1.8 -1.4
O 5.588 2.912 2.997 3.7 -2.7 -0.9
C 7.435 1.512 3.805 0.7 2.0 3.6
O 7.903 0.411 3.373 1.2 -2.1 0.4
O 7.693 2.016 4.896 -0.3 -0.8 -1.4
C 6.340 -4.662 3.288 -0.5 0.1 0.1
C 5.007 -4.442 4.115 0.1 -1.2 0.7
C 4.897 -5.556 5.241 0.8 1.0 -1.7
C 5.889 -5.341 6.372 -1.8 1.3 0.8
C 5.644 -3.859 6.976 1.0 -2.2 -1.1
C 5.809 -2.761 5.907 0.0 -1.1 0.3
N 4.855 -3.112 4.817 -0.8 -1.0 0.0
O 4.669 -2.097 3.836 0.8 -0.3 0.8
C 5.450 -1.481 6.596 -0.7 1.7 -0.6
C 7.246 -2.637 5.436 0.7 -0.3 -0.8
C 3.815 -4.646 3.143 1.2 1.0 -0.5
H 6.200 -5.311 2.424 -0.6 0.3 -0.2
H 7.132 -5.216 3.792 0.0 0.5 0.6
H 6.713 -3.700 2.938 0.3 -0.1 -0.2
H 3.840 -5.579 5.508 0.1 0.1 0.6
H 5.135 -6.522 4.795 -0.2 -0.1 -0.4
H 6.916 -5.572 6.088 0.0 0.5 -0.2
H 5.617 -6.127 7.076 0.2 0.2 0.6
H 6.366 -3.725 7.781 0.0 0.4 0.1
H 4.630 -3.784 7.368 0.0 -0.2 0.0
H 5.480 -0.687 5.850 0.1 0.3 -0.1
H 4.435 -1.397 6.985 -0.1 -0.5 0.0
H 6.143 -1.174 7.380 0.1 -0.4 -0.1
H 7.894 -2.149 6.163 -0.1 0.0 0.1
H 7.697 -3.576 5.116 0.0 -0.3 0.6
H 7.311 -2.093 4.494 -0.2 0.7 0.1
H 2.851 -4.630 3.650 0.1 -0.2 -0.2
H 4.020 -5.470 2.460 -0.4 -0.8 0.7
H 3.853 -3.868 2.380 -0.4 0.6 0.3
H 5.453 -2.235 3.299 0.3 0.6 -0.8
C 11.033 -2.180 4.989 -0.3 -0.4 0.6
C 11.637 -2.622 3.680 -0.3 0.2 -1.1
C 11.220 -1.502 2.640 1.5 -1.4 -0.1
C 12.033 -1.649 1.332 0.2 0.4 0.9
C 13.546 -1.514 1.682 -1.6 -0.3 0.0
C 14.095 -2.548 2.709 -2.5 0.2 0.6
N 13.093 -2.716 3.866 0.2 2.6 -2.9
O 13.463 -3.619 4.860 0.1 0.1 0.1
C 14.324 -3.912 2.008 1.0 0.3 1.3
C 15.341 -1.899 3.304 0.5 -0.9 -0.7
C 11.031 -3.958 3.229 -1.1 -0.1 0.5
H 9.989 -1.911 4.829 -0.1 -0.1 0.2
H 11.536 -1.314 5.420 0.2 0.1 -0.2
H 11.106 -2.991 5.714 -0.3 0.0 0.2
H 10.139 -1.516 2.504 0.0 -0.4 0.0
H 11.433 -0.513 3.046 0.2 0.0 0.2
H 11.678 -0.830 0.706 0.5 0.0 -0.4
H 11.890 -2.571 0.768 -0.4 -0.1 0.2
H 13.654 -0.502 2.071 0.4 0.0 0.0
H 14.081 -1.644 0.741 0.4 0.2 0.1
H 15.002 -3.839 1.158 0.0 0.1 -0.1
H 14.839 -4.459 2.798 0.1 -0.6 -0.2
H 13.441 -4.494 1.742 -0.1 0.5 0.0
H 15.249 -0.831 3.500 -0.4 -0.1 0.0
H 15.699 -2.398 4.205 0.0 -0.1 -0.1
H 16.072 -2.022 2.504 0.6 0.2 0.2
H 11.195 -4.742 3.968 0.7 -0.2 -0.2
H 11.248 -4.281 2.211 0.5 0.0 0.2
H 9.942 -3.908 3.256 -0.3 0.4 -0.1
H 13.455 -2.954 5.552 0.4 -0.7 0.9
C 11.271 4.489 3.279 0.7 0.2 -1.3
C 11.876 3.513 2.142 -1.9 0.9 1.5
C 10.798 3.393 1.049 0.7 -1.0 -0.3
C 11.350 2.688 -0.167 1.0 0.7 -0.6
C 12.598 3.457 -0.774 -1.6 -0.1 0.6
C 13.743 3.727 0.232 -1.0 -2.4 0.8
N 13.163 4.053 1.587 -3.4 0.9 -1.0
O 14.040 4.204 2.635 1.3 -0.5 -0.3
C 14.484 2.367 0.307 0.7 -0.1 0.2
C 14.646 4.866 -0.201 -0.5 -1.1 0.5
C 11.951 2.147 2.903 2.0 -0.6 -1.3
H 12.001 4.657 4.071 -0.1 -0.2 0.1
H 10.315 4.141 3.669 0.2 -0.7 0.1
H 10.974 5.459 2.881 0.5 0.2 -0.4
H 10.009 2.729 1.403 -0.2 0.3 0.4
H 10.341 4.298 0.650 0.2 0.5 0.7
H 10.506 2.642 -0.856 0.3 -0.1 -0.5
H 11.639 1.655 0.026 0.0 -0.1 0.2
H 12.295 4.423 -1.179 -0.3 0.1 -0.1
H 12.896 2.821 -1.607 0.6 0.3 0.0
H 15.039 2.156 -0.607 0.0 0.1 -0.2
H 15.228 2.282 1.099 0.3 0.4 0.2
H 13.839 1.507 0.487 -0.4 0.2 -0.2
H 14.987 4.697 -1.223 0.1 0.1 0.0
H 14.026 5.759 -0.118 0.6 0.3 0.1
H 15.465 4.751 0.509 0.3 1.0 -0.2
H 11.055 1.600 3.197 -0.3 0.8 0.1
H 12.682 2.144 3.712 -0.4 0.5 0.5
H 12.464 1.448 2.243 -0.1 -0.4 -0.5
H 14.421 3.323 2.615 0.9 -0.3 1.0
C 7.892 -0.614 10.405 0.4 0.7 0.2
C 8.008 0.836 9.787 -0.6 -0.1 -0.4
C 8.632 1.821 10.852 -2.0 -0.4 -0.7
C 10.093 1.861 10.870 1.8 -0.1 -1.3
C 10.683 2.104 9.430 -0.2 0.0 0.8
C 10.206 1.067 8.419 -1.2 -0.6 -0.6
N 8.731 0.896 8.510 1.0 3.1 1.0
O 8.144 0.134 7.528 0.2 -1.6 -0.3
C 10.605 1.576 6.959 -0.5 0.3 1.1
C 10.875 -0.253 8.658 2.2 -0.6 -0.5
C 6.591 1.359 9.462 -0.3 -0.4 0.2
H 7.310 -0.546 11.325 -0.2 0.0 0.0
H 8.862 -0.994 10.724 0.2 0.1 -0.1
H 7.448 -1.385 9.775 -0.1 0.3 -0.3
H 8.224 2.823 10.722 0.0 0.1 -0.5
H 8.240 1.534 11.828 0.0 -0.3 0.1
H 10.442 0.878 11.187 0.4 0.0 0.2
H 10.423 2.621 11.577 0.3 -0.1 0.0
H 11.772 2.045 9.442 0.1 -0.2 0.2
H 10.516 3.108 9.041 -0.6 0.1 0.2
H 11.647 1.879 6.852 0.3 -0.3 0.5
H 10.409 0.871 6.151 -0.2 -0.1 0.2
H 10.065 2.508 6.797 -0.3 -0.1 -0.2
H 11.924 0.038 8.698 0.5 -0.4 -0.2
H 10.781 -0.851 9.564 -0.9 0.4 0.1
H 10.777 -0.896 7.783 -0.2 -0.2 0.1
H 6.561 2.416 9.195 0.3 0.1 0.3
H 5.950 1.172 10.323 -0.2 0.2 0.1
H 6.123 0.872 8.606 0.2 -0.4 0.1
H 8.274 0.613 6.706 -0.3 0.4 -0.3
O 6.066 -2.289 -2.165 -0.2 0.3 -0.4
H 6.412 -2.651 -2.981 -0.1 0.0 -0.2
H 6.708 -2.540 -1.501 0.3 -0.3 0.4
O 3.960 -2.187 -0.206 -0.2 -0.1 0.2
H 4.714 -2.050 -0.778 0.2 -0.1 -0.5
H 4.109 -1.600 0.535 -0.2 0.2 0.4
O 3.292 0.641 2.199 -0.4 -0.6 0.7
H 3.575 1.009 1.361 -0.1 0.1 -0.5
H 4.094 0.301 2.595 0.0 -0.2 0.4
O 4.064 2.371 5.666 -0.2 -0.4 0.3
H 4.963 2.399 5.993 0.3 0.1 0.1
H 3.984 3.150 5.116 0.0 0.3 -0.3
O 4.924 5.398 4.305 -0.6 0.6 -0.2
H 5.059 4.900 3.499 0.0 -0.2 -0.1
H 5.578 5.053 4.913 0.4 -0.3 0.2
O 7.860 -5.759 0.100 0.0 -0.5 0.1
H 8.130 -5.020 0.646 -0.1 0.3 0.1
H 8.117 -5.506 -0.787 0.0 0.1 -0.2
O 6.830 4.495 6.106 0.0 0.2 0.3
H 7.302 5.281 6.381 0.0 0.3 0.1
H 7.453 3.781 6.243 0.1 -0.5 -0.3
O 4.160 1.890 0.097 -0.1 0.4 -0.7
H 4.542 1.545 -0.710 0.0 -0.2 -0.3
H 4.913 2.111 0.644 0.4 0.2 0.3
O 10.336 -1.631 -3.362 0.2 -0.3 -0.5
H 9.872 -0.868 -3.706 -0.1 0.2 0.0
H 10.002 -1.734 -2.471 -0.1 0.1 0.5
```
Forces are in eV/Å.

***

DFT (ωB97M-V/def2-TZVPD) results for 2 unconnected molecules or ions with the total composition C4H15N2OS in a non-equilibrium geometry.

For the HOMO energy, the calculation gives -11.82 eV. Its spin multiplicity is 1. As for the charge: +1. The orbital gap comes out at 8.543 eV.

```
23
Properties=species:S:1:pos:R:3:forces:R:3
C -0.882 -0.686 0.697 0.2 1.1 1.5
N 0.132 -1.068 -0.249 -0.3 0.0 -1.2
C 0.740 0.045 -0.964 0.9 0.7 -1.2
C 1.244 1.196 -0.033 0.6 0.1 -1.5
S 0.144 2.659 -0.020 -0.4 0.2 0.7
C -2.301 -0.915 0.127 0.3 0.1 -0.2
N -2.264 -2.090 -0.864 -1.3 0.3 0.5
H -0.850 0.438 0.873 0.0 -1.3 -0.1
H -0.712 -1.122 1.730 -0.4 0.1 -1.3
H 0.883 -1.683 0.044 -0.4 0.2 0.6
H 0.206 0.430 -1.916 0.0 -0.4 1.9
H 1.628 -0.349 -1.458 0.2 -0.3 0.2
H 1.515 0.818 0.969 -0.9 0.4 -0.2
H 2.232 1.512 -0.388 -0.2 0.1 -0.2
H 0.380 3.370 -1.158 0.4 -0.8 0.3
H -2.648 -0.060 -0.451 0.4 0.0 -0.2
H -3.084 -1.024 0.900 0.5 -0.7 -0.4
H -3.002 -1.918 -1.555 0.0 -0.5 0.3
H -2.432 -2.958 -0.348 0.0 0.0 -0.4
H -1.385 -2.179 -1.396 0.4 0.5 0.7
H 3.407 -0.738 1.280 0.0 0.0 -1.0
H 2.638 -1.507 2.171 -0.7 -0.6 -0.3
O 2.647 -1.341 1.211 0.9 0.5 1.4
```
Forces are in eV/Å.